Entry from the Open Molecules 2025 dataset: a single C6H12O molecule at a distorted geometry (wB97M-V/def2-TZVPD).

Properties
- 2S+1 = 1
- gap between HOMO and LUMO (eV) = 10.3
- relative energy (zero: lowest compared OMol25 entry of this formula, charge and spin) (kcal per mole) = 78.3
- largest force on an atom (Eh/bohr) = 0.084

Bonds (Å) are listed after each position.
Atoms and positions in Å:
1 C -0.7596 -1.4724 1.2591  O2 1.392, C3 1.581, H8 1.090, H9 1.124
2 O -0.1611 -2.6020 0.7075  C1 1.392, H10 0.896
3 C 0.3849 -0.4058 1.4889  C1 1.581, C4 1.573, H11 1.148, H12 1.191
4 C 1.1928 -0.1512 0.1634  C3 1.573, C5 1.616, H13 1.167, H14 1.261
5 C 0.3091 0.2106 -1.1406  C4 1.616, C7 1.534, H15 1.090, H16 1.134
6 C -0.7193 2.3686 -1.8639  C7 1.360, H17 1.101, H18 1.187
7 C -0.5311 1.4640 -0.8661  C5 1.534, C6 1.360, H19 1.039
8 H -1.3730 -1.2098 0.3978  C1 1.090
9 H -1.4089 -1.5572 2.1728  C1 1.124
10 H -0.4983 -3.2933 1.1675  O2 0.896
11 H -0.0611 0.5789 1.8762  C3 1.148
12 H 1.0788 -1.0041 2.2500  C3 1.191
13 H 1.8446 0.8163 0.1983  C4 1.167
14 H 2.2202 -0.8534 -0.0387  C4 1.261
15 H 1.0592 0.4720 -1.8870  C5 1.090
16 H -0.3824 -0.6577 -1.3706  C5 1.134
17 H -0.1027 2.3166 -2.7749  C6 1.101
18 H -1.3455 3.3770 -1.8802  C6 1.187
19 H -0.7467 1.6029 0.1404  C7 1.039